1.
A 2-piece molecular cluster, C4HNO3 overall. Source: OMol25; level of theory: ωB97M-V/def2-TZVPD.

Output
gap between HOMO and LUMO	11.0	eV
LUMO level	0.32	eV
energy relative to the best compared isomer or geometry (same formula, charge and spin)	61.71	kJ/mol
E_HOMO	-10.66	eV
SMILES	O=C=C=C=O.N=C=O

```
9
C4HNO3, DFT ωB97M-V/def2-TZVPD
O -4.59996 1.96908 0.45723
O -4.72250 -2.71060 -0.25809
O -0.78022 0.79522 -1.27215
N 0.66714 0.50998 0.53607
C -4.60253 -1.56912 -0.08185
C -0.15689 0.50708 -0.33924
C -4.38163 -0.38975 0.14070
C -4.53633 0.82488 0.28362
H 0.57325 -0.11253 1.30480
```

=====

2.
An isolated ion of composition C4HNO3S and charge -2. Source: OMol25; level of theory: ωB97M-V/def2-TZVPD.

Output
total charge	-2
gap between HOMO and LUMO	4.5	eV
LUMO level	5.40	eV
energy relative to the best compared isomer or geometry (same formula, charge and spin)	380.41	kJ/mol
E_HOMO	0.89	eV

```
10
C4HNO3S, DFT ωB97M-V/def2-TZVPD
S 2.17283 1.35562 -3.50566
O 0.77313 2.08529 3.51526
O -0.88010 3.12986 2.48069
O -0.07758 0.70574 0.92202
N 0.83955 0.49609 -1.26936
C 1.62661 0.72556 -2.11318
C 0.19513 2.37478 2.50573
C 0.45345 1.88997 1.07277
C -0.11886 0.20418 -0.38745
H -0.53267 -0.81124 -0.49120
```

=====

3.
C4O4S as an isolated structure. Source: OMol25; level of theory: ωB97M-V/def2-TZVPD.

Output
total charge	-2
gap between HOMO and LUMO	5.6	eV
LUMO level	6.44	eV
energy relative to the best compared isomer or geometry (same formula, charge and spin)	410.47	kJ/mol
E_HOMO	0.82	eV

```
9
C4O4S, DFT ωB97M-V/def2-TZVPD
S 0.06185 0.19064 -1.21481
O -3.38233 1.02427 -0.10558
O -2.14599 -0.34767 1.27681
O 2.65723 -1.11573 -0.41550
O 3.04222 0.51709 1.20286
C -1.70787 -0.81207 -0.27629
C -2.60521 0.15638 0.14897
C 1.59710 0.38819 -0.84117
C 2.48300 -0.00109 0.22471
```

=====

4.
A 14-piece molecular cluster, C50H100O22 overall. Source: OMol25; level of theory: ωB97M-V/def2-TZVPD.

Output
gap between HOMO and LUMO	9.4	eV
LUMO level	0.39	eV
energy relative to the best compared isomer or geometry (same formula, charge and spin)	0.00	kJ/mol
E_HOMO	-8.98	eV

```
172
C50H100O22, DFT ωB97M-V/def2-TZVPD
O 1.81767 4.51260 4.10633
O 0.28585 2.40974 -4.33432
O -3.72539 3.47296 -0.21071
O -0.84990 -5.24300 1.16215
O -3.00545 -0.17569 -1.60953
O -5.71968 2.48475 -0.44976
O -4.28041 -0.54567 0.18562
O 2.87685 2.65994 3.29992
O 0.07105 -0.77359 0.57007
O 2.88687 -0.73647 3.60439
O -1.61768 -0.25690 5.97334
O 5.26434 1.89759 -1.76780
O -1.19868 -5.15780 3.41050
O 5.04402 -0.94384 3.10821
O 2.54634 -4.58169 -0.86395
O 0.59901 4.52738 1.35729
O 3.50103 2.41907 -3.07251
O -2.95072 1.44005 3.46327
O 7.44758 -3.52596 -0.27400
O -0.61980 1.65158 -6.27747
O -1.57583 -3.99857 -4.94506
O -3.04684 -5.44880 -4.03737
C 0.24123 2.41468 -5.55197
C 6.62515 -2.84009 -0.83454
C 6.61535 -2.76477 -2.38757
C 0.80322 -4.27357 2.39032
C 2.00688 6.82858 3.47598
C -0.85768 -0.66123 -5.29668
C 2.90592 0.08825 1.20612
C 3.63267 3.45879 -0.97402
C 2.65752 -1.04846 2.19129
C -2.04160 3.87947 -1.99669
C 5.51955 -2.12539 -0.08515
C 3.70689 0.04286 -3.71868
C 1.87043 -3.85435 -1.56679
C -2.52542 -4.34601 -4.06630
C 2.52635 -3.05186 -2.66960
C 0.91817 2.34954 4.63649
C -2.91302 2.31061 5.64044
C -0.52530 -4.90889 2.41921
C -2.63411 -5.76351 -0.51814
C 0.40943 -3.69892 -1.34024
C -4.92304 3.06835 0.24224
C 4.32000 -0.14105 5.31737
C 0.10773 -5.83153 -5.20878
C -2.47218 -2.21384 0.67416
C -0.51366 1.53458 0.58223
C -3.44334 3.24206 -1.62464
C -0.46996 6.45955 0.42516
C -5.19003 3.41018 1.63892
C -4.12554 -0.32447 -1.12806
C 1.15379 3.21335 -6.38840
C 0.18398 0.30593 -1.54208
C -0.01729 0.25554 -0.05381
C -1.55657 4.92288 2.20811
C 4.24142 2.50000 -1.97329
C -4.73343 0.64976 4.74900
C -1.57562 -2.59544 5.68829
C -0.40676 5.25399 1.36053
C 4.18445 -0.62954 3.89201
C -0.70145 -0.93674 3.92455
C -3.47074 1.44762 4.56754
C 4.06495 1.48526 -4.08767
C -1.29475 -1.19868 5.26815
C -2.98349 -3.22302 -3.13925
C 2.59248 5.45433 3.33733
C -1.40209 0.78851 -5.50225
C 2.00525 3.16721 3.95851
C -2.14859 -5.89186 0.94557
C -5.41945 -0.25269 -1.87639
C -3.04017 -0.84161 0.91582
C -1.07067 -5.04520 -5.81089
H -0.72418 -4.51567 -6.66605
H -6.24023 3.20400 1.90126
H 4.20479 -0.16510 -2.78888
H 1.14761 -0.12756 -1.80411
H -3.39504 -0.80813 1.93373
H -3.48877 -6.43191 -0.69859
H -1.27714 4.24971 3.05593
H 3.59441 1.71911 -5.04207
H -2.37499 -0.04127 0.69955
H 1.87943 2.45574 -6.81937
H 4.30258 4.29991 -0.83080
H 1.81695 7.06410 4.54338
H -5.25440 -0.63371 -2.88878
H 1.62340 -1.34736 2.17151
H 0.12067 1.32366 -1.87597
H -1.87580 -5.71855 -5.92637
H -1.95900 -2.30906 -0.26510
H 1.05642 -3.79150 3.34272
H -2.49981 1.73161 6.44309
H -2.28563 4.43340 1.55555
H 0.53852 -6.44891 -6.01715
H 3.93576 0.21718 0.94832
H 3.65542 5.53413 3.63935
H -2.11752 -2.65936 -2.80449
H 5.70559 -2.16777 0.96360
H -5.60918 1.27961 4.68171
H -6.24266 -0.79338 -1.36727
H 0.02194 -4.45976 -0.66282
H 5.72137 -2.29238 -2.74830
H 1.01982 7.01187 3.02177
H 0.05981 6.21308 -0.47354
H -2.92266 -5.51747 1.65005
H -3.49120 -3.72545 -2.30886
H -1.49185 1.19168 -4.48609
H 6.58881 -3.81505 -2.73600
H -1.86501 -6.00211 -1.26843
H -0.99261 0.02955 3.51745
H 0.18615 -2.71281 -0.92535
H 3.58769 -2.95274 -2.45742
H 0.09989 2.20036 3.95232
H -4.74040 0.07984 5.68592
H -0.59493 -0.26848 -2.03269
H 0.73148 -3.53421 1.59376
H -1.85592 -2.42319 1.55631
H -3.72919 2.90280 6.01604
H -0.82782 1.36863 1.61307
H 3.26789 -1.92001 1.92960
H -0.67831 -3.16619 5.56943
H -4.91383 4.44361 1.86249
H -1.94697 5.85286 2.62908
H -1.99910 4.96918 -1.81488
H 4.03372 -0.66800 -4.46661
H -3.60488 -2.53774 -3.68353
H -2.91987 -4.74461 -0.68666
H 0.39637 -0.93855 4.04216
H 2.39967 -3.54612 -3.61613
H 2.71638 7.56916 3.08858
H -2.32074 -3.07150 5.05359
H -0.26212 -6.56450 -4.49618
H 3.62587 2.90759 -0.03527
H 1.63154 3.96400 -5.74271
H -2.35124 0.67413 -5.96113
H 2.59452 1.08232 1.59099
H -1.32302 1.92315 -0.04120
H 2.00352 -2.10670 -2.77381
H 1.35218 1.36846 4.87482
H 0.27600 2.27335 0.51717
H -0.07812 -3.78346 -2.32471
H 3.64343 0.70646 5.49932
H 0.05469 7.30263 0.88002
H 0.84526 -5.21006 -4.72632
H -5.74600 0.76294 -2.06721
H 5.15582 1.61449 -4.07267
H -1.30565 3.56451 -1.24843
H 0.62951 3.63658 -7.22276
H 4.52859 -2.52777 -0.32936
H -3.33846 2.16975 -1.76907
H -0.21519 -0.68511 -4.42844
H 7.48511 -2.21013 -2.76474
H -3.28915 -2.96999 0.62329
H -0.91864 -1.76063 3.26986
H -1.73662 -1.22401 -4.99762
H 0.47045 2.79235 5.51460
H 5.33519 0.22641 5.44309
H -1.97578 -6.93771 1.16437
H 2.43196 -0.14823 0.26568
H 5.42478 -1.08061 -0.40263
H 4.08039 -0.91235 6.04449
H -0.40980 -1.04272 -6.21346
H -4.71399 -0.04271 3.92463
H 1.52410 -5.01877 2.04612
H 2.65750 0.05152 -3.62871
H -1.85694 -2.53794 6.74524
H -4.20076 3.63989 -2.26650
H -1.50883 6.69086 0.25531
H 2.64132 3.81757 -1.22773
H 2.54846 5.03093 2.35706
H -2.13688 2.95859 5.25505
H -4.55303 2.80024 2.25821
H -1.77993 3.55868 -2.99982
```

=====

5.
A 5-piece molecular cluster, C50H112F6N2P3 overall. Source: OMol25; level of theory: ωB97M-V/def2-TZVPD.

Output
total charge	+3
gap between HOMO and LUMO	10.8	eV
LUMO level	-4.46	eV
energy relative to the best compared isomer or geometry (same formula, charge and spin)	27.83	kJ/mol
E_HOMO	-15.30	eV

```
173
C50H112F6N2P3, DFT ωB97M-V/def2-TZVPD
P 1.93565 4.74993 5.26819
P -1.14237 -1.31244 0.85007
P 5.23794 -1.21432 -2.45131
F -2.00712 -1.97181 2.08522
F -0.78225 -2.81135 0.36550
F -2.47538 -1.37126 -0.04755
F -1.46677 0.22312 1.27777
F -0.34866 -0.79787 -0.49070
F 0.19671 -1.20622 1.74272
N -5.81682 2.09437 -5.44274
N -5.14740 -7.73121 1.17245
C 3.53231 0.53989 7.07359
C 3.10630 6.05827 5.63524
C -6.17046 2.99683 -4.21465
C 4.20338 0.25743 -2.07258
C -4.97754 3.10784 -3.17456
C 3.07461 0.43321 -3.16751
C -7.71175 -8.83326 2.50501
C 4.87343 -4.12616 -2.40475
C -6.92441 2.30493 -6.55853
C 3.02078 2.92402 -4.17041
C 0.51856 4.93051 6.32834
C 0.63407 5.77445 2.88555
C 2.86868 9.88348 5.34654
C -5.57331 -7.17243 -0.24764
C 1.45027 4.66203 3.41726
C 7.22503 -1.80127 -4.32135
C -6.69223 1.70682 -7.85529
C -5.62162 -5.44692 -1.93756
C -7.10113 -9.58135 1.38852
C 6.36248 -1.36452 -1.09020
C -5.73691 0.61260 -4.99421
C -5.36311 3.72920 -1.82276
C 2.53629 0.56014 5.84924
C -7.57425 -7.33252 2.21138
C -4.41458 2.49520 -6.06960
C -6.00981 -6.96150 2.19235
C -0.62589 6.95964 1.08201
C -0.83464 4.25993 5.79474
C 3.94134 -5.14982 -1.73013
C -5.31434 -5.65422 -0.46507
C -5.55226 -9.23531 1.23368
C 8.00867 -1.58835 -5.65459
C 6.24053 -0.84226 -3.91474
C 3.28355 8.60702 5.99154
C 4.61757 -6.40957 -1.20353
C -3.64995 -7.46402 1.25238
C -5.37888 2.13455 -8.41816
C 4.17717 -2.69450 -2.64301
C 8.93479 -2.77973 -6.00016
C 6.77878 -3.74648 1.08046
C 0.34340 5.77238 1.38772
C 2.71573 7.49558 5.18112
C 3.28961 1.42870 -4.32990
C 2.80915 3.16194 5.72603
C 5.64376 -1.65329 0.19531
C 1.83555 1.91540 5.69048
C -3.19211 3.78550 6.42002
C -1.98015 4.67544 6.71670
C 6.64435 -2.15756 1.26995
C -4.14429 1.92192 -7.44347
H -6.63312 -5.09845 -2.14620
H 1.11955 6.73691 3.04705
H 4.26685 1.27454 -4.78745
H -5.30356 -0.01242 -5.77502
H 2.78865 -0.52765 -3.59538
H -5.19106 0.49920 -4.05758
H 1.63015 7.58754 5.21519
H -3.89777 3.56799 7.22178
H -2.30380 5.70857 6.59031
H -2.78872 2.80689 6.15982
H -3.90149 0.86699 -7.31598
H -6.31989 3.40329 -1.41478
H 5.20839 -4.34314 -3.41906
H -3.71309 4.04231 5.49767
H -5.30899 -6.19450 -2.66660
H -3.21894 2.39692 -7.76939
H -5.69179 -5.92920 2.04635
H 2.83039 8.46033 6.97196
H -8.07680 -6.83843 3.04289
H -5.49651 4.80108 -1.96901
H 3.06081 -5.27196 -2.36089
H 3.07474 0.73842 8.04277
H -7.87822 1.99530 -6.13136
H 3.21845 6.06026 6.71946
H 4.01817 -0.42194 7.23772
H -4.97643 -9.48153 2.12582
H -4.39668 3.58388 -6.01905
H 4.36734 8.49117 5.98317
H -4.73015 3.52028 -0.96032
H 3.05109 0.20140 4.95796
H 1.21406 2.06352 6.57360
H -1.65255 6.76780 1.39391
H 3.92405 -7.23706 -1.05394
H -0.21461 7.88883 1.47644
H 5.51306 -0.79722 -4.72521
H 3.82266 -0.06708 -1.10415
H 2.43988 4.50333 2.98878
H 5.28743 -6.89721 -1.91175
H 7.03155 -0.51913 -0.92968
H -6.62108 -7.41372 -0.42665
H 9.80236 -2.91011 -5.35330
H -3.41466 -6.40595 1.36741
H -4.36280 2.24635 -2.91371
H 4.06898 5.83393 5.17587
H 8.54464 -0.66502 -5.87429
H 3.54610 2.98920 4.94171
H -5.96155 -4.94038 0.04449
H 4.33624 1.22434 6.80279
H 7.35278 -1.48879 -6.51945
H -0.12694 4.81537 1.16185
H 3.76962 3.39740 -3.53539
H 3.04229 3.34512 -5.17554
H 2.50823 1.05508 -4.99169
H 5.15043 -0.74142 0.53181
H 6.78830 -2.79410 -4.42938
H -5.57072 -7.23772 3.15100
H 7.28244 -3.94843 2.02578
H -0.58813 7.03959 -0.00440
H 6.33652 -1.95162 2.29510
H 1.20185 1.81642 4.80916
H -5.18256 1.48120 -9.26827
H -8.06947 -7.04362 1.28434
H -7.28626 -10.65355 1.45345
H 5.78221 -4.18741 1.10284
H -6.72874 0.27901 -4.68909
H 8.19804 -3.57841 -5.91419
H 0.77717 4.48100 7.28708
H 3.35327 10.02350 4.38028
H -5.13253 -4.53183 -2.27150
H -3.68371 1.96376 -5.46009
H -3.36379 -7.96504 2.17714
H 9.38869 -2.79579 -6.99103
H -6.39131 3.97708 -4.63707
H -4.95658 -9.67810 0.43544
H -7.08826 3.38253 -6.56469
H 7.96071 -1.93233 -3.52781
H 3.50573 -4.62248 -0.88145
H 3.18847 10.69444 6.00088
H 1.76964 -0.20283 5.98425
H -7.31768 -9.19093 3.45627
H 7.43035 -4.03618 0.25606
H 6.82820 0.03120 -3.63221
H -7.14934 2.70763 -3.83221
H 5.09274 -6.18336 -0.24899
H 1.28521 5.82287 0.84133
H 5.81880 -4.08329 -1.86388
H 0.84458 3.77935 3.21202
H -7.58111 -9.29077 0.45402
H 7.58158 -1.62175 1.11964
H 3.41226 3.28218 6.62598
H -5.13850 -7.79292 -1.03124
H -5.39737 3.16626 -8.76937
H -4.26073 -5.40322 -0.34256
H 3.16231 7.62274 4.19497
H -6.71152 0.63010 -7.68673
H 1.79819 10.08302 5.29822
H 6.97642 -2.20814 -1.40559
H -8.78819 -9.00183 2.53577
H -0.34164 5.92694 3.34687
H 4.86790 -2.41286 0.09945
H 3.24317 -2.55136 -2.09964
H -0.77256 3.18648 5.97341
H -7.52650 1.87352 -8.53669
H 0.42275 6.01611 6.30900
H 3.88142 -2.74559 -3.69088
H -0.96685 4.43706 4.72739
H -4.37505 3.92816 -3.56466
H 4.79142 1.16215 -1.91837
H -3.18507 -7.97333 0.40823
H -1.73713 4.54257 7.77093
H 1.99056 3.12398 -3.87585
H 2.21218 0.73679 -2.57408
```